# 1
ORCA calculation (ωB97M-V/def2-TZVPD) on a structure of composition C27H21AlCl5N5O7S.

Structure (ORCA input):
```
! RIJCOSX wB97M-V def2-TZVPD def2/J DEFGRID3
* xyz 0 1
Al 0.9873 0.1260 0.1691
Cl 0.1964 -1.4070 -2.5653
C 0.7982 -2.5547 -1.2624
C 1.3877 -1.9160 -0.2002
C 2.0061 -2.8139 0.6793
Cl 2.8474 -2.1991 2.0661
C 2.0000 -4.1958 0.4920
Cl 2.7979 -5.2409 1.5955
C 1.3280 -4.7580 -0.6025
Cl 1.2683 -6.4591 -0.8255
C 0.7095 -3.9153 -1.5096
Cl -0.1633 -4.5338 -2.8625
O 2.4525 0.8935 1.1197
C 2.4889 1.1934 2.3222
C 1.5504 0.7958 3.3152
C 1.7613 1.2196 4.6360
C 0.9224 0.7874 5.6218
C -0.1342 -0.0973 5.3420
C -0.3509 -0.5259 4.0648
C 0.4699 -0.0800 2.9930
O 0.2379 -0.4827 1.7981
N 1.1363 1.2361 6.9959
O 0.3684 0.8285 7.8460
O 2.0661 1.9904 7.2086
H 3.3402 1.7985 2.6565
H 2.5828 1.8811 4.8784
H -0.7612 -0.4291 6.1572
H -1.1519 -1.2144 3.8336
N 3.0700 -2.8107 -4.9129
C 2.9900 -1.5000 -5.2013
S 3.9788 -0.7902 -6.3082
C 1.9195 -0.7597 -4.4515
C 2.1495 0.5137 -4.1142
C 1.1994 1.4153 -3.4344
N 0.9753 1.5202 -2.1831
C -1.5249 -1.2694 -2.3908
C 0.7132 -1.5299 -4.1329
H 3.8046 -3.3474 -5.3419
H 2.5508 -3.2077 -4.1477
H 3.1018 0.9363 -4.4159
H 0.6555 2.1262 -4.0529
H -2.1068 -1.8154 -3.1103
H 0.4624 -2.4699 -4.5932
C -3.1802 0.6833 2.1426
C -2.9463 2.0663 1.5470
C -2.5025 2.0308 0.0680
C -2.3831 3.4635 -0.4879
C -1.9616 3.5131 -1.9509
C -3.5642 1.2869 -0.7276
O -4.7088 1.6597 -0.7902
N -3.1711 0.1458 -1.4154
C -1.8772 -0.3204 -1.4789
O 1.7021 0.6669 -1.4084
N -0.9607 0.1839 -0.6271
C -1.1646 1.3456 -0.0005
O -0.1587 1.7930 0.5879
H -3.4073 0.7589 3.2057
H -2.2985 0.0479 2.0343
H -4.0237 0.1837 1.6614
H -2.1709 2.5984 2.1003
H -3.8599 2.6601 1.5923
H -1.6556 3.9861 0.1352
H -3.3532 3.9415 -0.3464
H -0.9908 3.0339 -2.0963
H -1.8786 4.5468 -2.2857
H -2.6976 3.0227 -2.5932
H -3.8682 -0.2366 -2.0379
*
```

Computed properties:
Molar mass: 763.8 u
E_tot: -130162.549 eV

***

# 2
ORCA calculation (ωB97M-V/def2-TZVPD) on the molecule C19H17N3O3S.

Structure (ORCA input):
```
! RIJCOSX wB97M-V def2-TZVPD def2/J DEFGRID3
* xyz 0 1
O 0.7211 -1.6827 3.1679
C 0.3468 -0.9969 2.2440
N -0.9311 -0.8514 1.8048
C -2.0950 -1.4685 2.2744
C -3.2637 -1.2760 1.5390
C -4.4485 -1.8519 1.9538
C -4.4828 -2.6250 3.1032
C -3.3223 -2.8163 3.8333
C -2.1294 -2.2442 3.4289
C 1.2659 -0.1699 1.3807
C 2.0676 -0.7919 0.4322
C 2.7569 -0.0256 -0.4927
C 2.6573 1.3489 -0.4317
S 3.3116 2.3546 -1.7500
O 4.2145 3.3408 -1.2395
O 3.7414 1.5072 -2.8271
N 1.9128 3.1937 -2.1928
C 1.1064 2.5455 -3.2131
C 0.5504 1.2603 -2.6689
C 0.8419 0.0366 -3.2568
C 0.3152 -1.1206 -2.7047
C -0.4652 -1.0121 -1.5673
N -0.7424 0.1492 -0.9891
C -0.2573 1.2511 -1.5348
C 1.9460 1.9829 0.5683
C 1.2353 1.2178 1.4743
H -1.0529 -0.3035 0.9514
H -3.2306 -0.6731 0.6422
H -5.3490 -1.6973 1.3775
H -5.4095 -3.0745 3.4265
H -3.3426 -3.4175 4.7301
H -1.2270 -2.3966 3.9968
H 2.1153 -1.8696 0.3974
H 3.3411 -0.4720 -1.2818
H 2.1584 4.1455 -2.4223
H 0.2891 3.2229 -3.4788
H 1.7026 2.3300 -4.1093
H 1.4788 -0.0062 -4.1274
H 0.5147 -2.0855 -3.1429
H -0.8908 -1.8853 -1.0903
H -0.5186 2.1771 -1.0403
H 1.9300 3.0604 0.5950
H 0.6377 1.6895 2.2398
*
```

Computed properties:
Molar mass: 367.4 u
SMILES: O=C(Nc1ccccc1)c1ccc(S(=O)(=O)NCc2cccnc2)cc1
E_tot: -41427.297 eV

***

Energy above the lowest of the compared OMol25 structures with the same formula, charge and spin? In order: 222.0 10.0 kcal/mol.
Orbital gap? In order: 7.53 8.70 eV.